The following is a DFT calculation (wB97M-V/def2-TZVPD) of a 10-piece molecular cluster, C24H68N6O10 overall.

Each line ends with the Mulliken charge.
Geometry (Å):
N1 1.8361 -1.1359 -2.0121  -0.1722
C1 2.6106 -0.0999 -2.1094  0.5989
N2 3.8174 -0.5430 -1.9628  -0.4363
O1 2.2498 1.0671 -2.1173  -0.6121
H1 0.9294 -1.0066 -1.5865  -0.0992
H2 2.2489 -2.0536 -1.9250  0.1910
H3 4.5344 0.1100 -1.6804  0.2284
H4 3.9959 -1.5368 -1.9390  0.1318
N3 -1.4085 4.3322 -4.5694  -0.4215
C2 -1.0599 3.3026 -3.7983  0.5210
N4 0.2187 3.1330 -3.5403  -0.0273
O2 -1.8454 2.4885 -3.4327  -0.6901
H5 -0.6933 4.9620 -4.9038  0.1343
H6 -2.3080 4.4740 -5.0063  0.2442
H7 0.6356 2.3066 -3.1360  0.0593
H8 0.9348 3.8388 -3.6355  0.1294
N5 -0.9931 -4.0316 -0.8489  -0.0788
C3 -0.6980 -4.8446 -1.8196  0.5710
N6 -0.3223 -4.2937 -2.9045  -0.2723
O3 -0.6807 -6.0540 -1.5836  -0.7641
H9 -1.1713 -4.4009 0.0741  0.2533
H10 -0.9814 -3.0407 -1.0443  0.0717
H11 -0.0048 -4.8968 -3.6499  0.2009
H12 -0.5036 -3.3059 -3.0118  0.1183
C4 -0.0341 -0.9903 1.0962  -1.8715
C5 -0.7632 -0.2792 0.0216  1.2386
C6 -0.3273 1.1465 -0.2952  -1.0294
O4 -0.8072 -1.1369 -1.0382  0.6002
H13 0.9331 -1.3353 0.7308  0.3745
H14 -0.6583 -1.8012 1.4716  0.4002
H15 0.1564 -0.3337 1.9452  0.5363
H16 -1.8067 -0.1604 0.3135  -0.6103
H17 -0.6374 1.4489 -1.2954  -0.3802
H18 0.7335 1.3967 -0.2818  0.3400
H19 -0.7999 1.7714 0.4626  0.4720
H20 -1.4889 -0.7899 -1.6183  -0.2621
C7 -2.0181 -0.4723 -4.9320  -1.2945
C8 -3.1283 -0.3751 -3.8686  0.7461
C9 -3.7144 -1.6838 -3.5244  -1.4350
O5 -2.6240 0.1927 -2.6892  -0.4471
H21 -1.1453 -1.0490 -4.6258  0.1589
H22 -1.7228 0.5438 -5.1936  0.2200
H23 -2.4255 -0.9222 -5.8373  0.4738
H24 -3.8800 0.3587 -4.1594  0.3199
H25 -4.6722 -1.4985 -3.0383  0.3306
H26 -3.1855 -2.3762 -2.8695  0.1953
H27 -3.9269 -2.2406 -4.4371  0.4367
H28 -2.3342 1.0995 -2.8131  0.4092
C10 1.5980 -4.8797 0.9607  -0.9050
C11 2.7886 -5.2017 1.7897  0.2830
C12 2.3663 -6.0465 2.9978  -1.3873
O6 3.6413 -5.9603 0.9607  -0.5786
H29 1.0682 -5.7624 0.6027  0.4294
H30 1.9131 -4.4164 0.0257  0.2260
H31 0.8912 -4.1758 1.4002  0.1004
H32 3.3076 -4.2595 1.9657  0.2914
H33 1.6745 -5.5687 3.6915  0.2899
H34 3.2725 -6.1326 3.5972  0.3659
H35 2.0707 -7.0545 2.7067  0.4403
H36 3.3122 -6.8602 1.0187  0.3818
C13 3.2370 -2.5037 6.7285  -1.4400
C14 3.2455 -2.3458 5.2620  0.8004
C15 1.7968 -2.1348 4.6009  -1.0280
O7 3.9714 -1.2212 4.8084  -0.5495
H37 4.1674 -3.0009 7.0031  0.3686
H38 2.4142 -3.1550 7.0234  0.3283
H39 3.0550 -1.5575 7.2379  0.3532
H40 3.6337 -3.3140 4.9460  0.0278
H41 1.2119 -1.3340 5.0533  0.4086
H42 1.1884 -3.0069 4.8406  0.3163
H43 1.8351 -1.9956 3.5205  0.1041
H44 4.0098 -1.1135 3.8552  0.3122
C16 -0.0286 4.6955 1.9299  -0.7667
C17 -1.2258 5.5938 1.4808  0.3317
C18 -1.2790 5.7517 -0.0481  -0.9536
O8 -2.2946 4.9074 1.8805  -0.5012
H45 0.8650 5.2402 1.6251  0.3108
H46 -0.0213 3.6898 1.5097  -0.0606
H47 0.0378 4.5522 3.0084  0.4307
H48 -1.1760 6.5828 1.9364  0.3124
H49 -2.1528 6.3616 -0.2776  0.4554
H50 -1.4072 4.7698 -0.5036  0.0293
H51 -0.3211 6.1984 -0.3147  0.2764
H52 -3.0929 5.4399 1.8495  0.3040
C19 2.2344 4.4986 -0.4728  -0.6335
C20 3.2945 4.4865 -1.6167  0.9585
C21 4.2971 5.5726 -1.5066  -1.5082
O9 4.0021 3.2547 -1.5193  -0.5470
H53 2.6957 4.4534 0.5138  0.3768
H54 1.5335 3.6695 -0.5700  -0.0294
H55 1.6145 5.3932 -0.4119  0.1719
H56 2.7507 4.6061 -2.5537  -0.1654
H57 5.1236 5.3877 -2.1928  0.3814
H58 4.7098 5.3316 -0.5269  0.3529
H59 3.8945 6.5813 -1.4142  0.3488
H60 3.3677 2.5448 -1.6425  0.3556
C22 -5.5806 -1.6957 2.2466  -1.3822
C23 -4.6009 -0.5197 2.1785  0.6393
C24 -4.5663 0.2828 0.8224  -0.9767
O10 -4.9526 0.5084 3.1053  -0.5864
H61 -5.4405 -2.3074 3.1379  0.3615
H62 -5.5948 -2.4794 1.4891  0.3438
H63 -6.5966 -1.3245 2.3813  0.3199
H64 -3.5675 -0.8001 2.3825  0.0987
H65 -4.0682 -0.2652 0.0225  -0.0097
H66 -3.9520 1.1798 0.9012  0.3683
H67 -5.5469 0.5567 0.4331  0.4889
H68 -5.6889 1.0179 2.7590  0.3629

Cartesian forces (eV/Å) of the 6 atoms listed first:
N -4.0615 -2.6800 -0.4927
C -0.6315 0.7042 1.2954
N 5.5919 0.4737 -0.0778
O -0.1882 1.2123 -0.4932
H -0.5395 -0.2478 -0.5694
H -0.4539 0.2631 0.1370

**Relative energy (zero: lowest compared OMol25 entry of this formula, charge and spin)**: 2.5449 eV
**2S+1**: 1
**HOMO energy**: -9.25 eV
**Max |F|**: 0.11258 hartree/bohr
**E_tot**: -2036.1618 Eh

---

The following is a DFT calculation (wB97M-V/def2-TZVPD) of a 7-piece molecular cluster, C24H68N6O7 overall.

Each line ends with the Mulliken charge.
Geometry (Å):
C1 -2.9723 -1.7600 -3.1484  -0.7611
O1 -2.9456 -0.5901 -2.3808  -0.1207
C2 -2.9001 0.5873 -3.1657  -0.6126
C3 -3.7327 1.7018 -2.5283  0.6416
C4 -3.6828 2.9682 -3.3484  -1.6639
N1 -3.2827 1.9434 -1.1360  -0.5312
H1 -2.8586 -2.6502 -2.5273  0.1987
H2 -2.1723 -1.7859 -3.8963  0.1980
H3 -3.9356 -1.8894 -3.6595  0.2843
H4 -1.8398 0.8182 -3.3360  -0.0621
H5 -3.3225 0.4473 -4.1747  0.7071
H6 -4.7568 1.3170 -2.4949  0.3063
H7 -4.1395 2.8127 -4.3263  0.4580
H8 -2.6532 3.3142 -3.4817  0.2928
H9 -4.1990 3.7749 -2.8268  0.3996
H10 -3.0486 1.0157 -0.7914  -0.0553
H11 -2.3753 2.4201 -1.1719  0.2241
C5 -1.1440 -0.8471 4.1821  -0.5710
O2 -2.1569 -0.7422 3.1965  -0.1600
C6 -2.9720 -1.8898 3.1074  -1.5307
C7 -2.8961 -2.4849 1.7022  1.9425
C8 -3.3790 -1.5746 0.5640  -0.6795
N2 -3.6965 -3.7400 1.7357  -0.7989
H12 -0.4606 -0.0084 4.0679  0.0773
H13 -0.6077 -1.7933 4.0425  0.1906
H14 -1.5731 -0.8398 5.1896  0.3316
H15 -2.7180 -2.6738 3.8269  0.6386
H16 -4.0175 -1.6082 3.2900  0.3622
H17 -1.8689 -2.8232 1.5301  -0.5483
H18 -4.4666 -1.5512 0.5208  0.3574
H19 -3.0198 -2.0676 -0.3379  -0.0602
H20 -2.9338 -0.5877 0.6692  -0.1459
H21 -4.3527 -3.6594 2.5090  0.2668
H22 -4.2881 -3.8572 0.9221  0.2615
C9 -1.4722 4.1655 2.6733  -0.4690
O3 -0.1966 4.7760 2.7149  -0.3902
C10 0.7764 3.8410 3.1731  0.1641
C11 2.1519 4.3738 2.8640  0.6243
C12 3.2379 3.3462 3.1565  -1.2241
N3 2.3953 5.5586 3.7158  -0.8391
H23 -1.6723 3.7201 3.6610  0.3080
H24 -1.4828 3.3400 1.9584  -0.0314
H25 -2.2566 4.9004 2.5194  0.2662
H26 0.6003 3.6983 4.2450  0.4373
H27 0.6143 2.9022 2.6331  -0.3668
H28 2.1486 4.7563 1.8369  0.1998
H29 3.1457 2.4583 2.5256  0.1074
H30 3.1476 3.0529 4.2019  0.3359
H31 4.2226 3.7686 2.9596  0.4012
H32 3.1633 6.0967 3.3240  0.2587
H33 1.6124 6.2038 3.6551  0.2912
C13 1.7716 -3.9303 3.1242  -0.5647
O4 2.3320 -4.2138 1.8559  -0.3404
C14 3.5213 -3.5182 1.5637  -1.1532
C15 3.3108 -2.2866 0.6613  2.5470
C16 4.5619 -1.9893 -0.1485  -1.7278
N4 2.9932 -1.0659 1.4601  -0.7030
H34 0.7659 -4.3459 3.1865  0.2420
H35 1.7129 -2.8614 3.3312  0.1662
H36 2.3457 -4.4348 3.9105  0.3367
H37 4.1316 -3.2336 2.4293  0.3499
H38 4.1946 -4.1873 1.0123  0.4536
H39 2.4602 -2.4363 -0.0090  -1.3346
H40 4.4541 -1.1265 -0.8057  0.3075
H41 4.7803 -2.8534 -0.7798  0.4602
H42 5.4217 -1.8206 0.5063  0.4414
H43 3.8727 -0.6254 1.7078  0.2694
H44 2.5180 -1.3081 2.3168  0.1476
C17 -0.5569 4.3223 -0.7445  -0.9842
O5 -0.6697 2.9811 -0.3920  0.4824
C18 0.4169 2.1515 -0.7198  -1.4185
C19 0.1099 0.6996 -0.3861  2.7744
C20 -0.1325 0.5403 1.1276  -1.5468
N5 1.2456 -0.1339 -0.8030  1.2125
H45 -1.5304 4.7679 -0.9669  0.2605
H46 0.0372 4.4787 -1.6581  0.3927
H47 -0.0856 4.9448 0.0266  0.1441
H48 0.6243 2.2172 -1.7977  0.4659
H49 1.3501 2.4399 -0.2126  0.2094
H50 -0.7900 0.4402 -0.9517  -1.4090
H51 0.6959 0.9951 1.6698  -0.1390
H52 -0.1272 -0.5276 1.3742  0.4803
H53 -1.1250 0.8724 1.4319  0.5422
H54 0.8264 -0.9966 -1.1706  -0.7369
H55 1.7572 -0.4663 0.0254  -0.1615
C21 -0.1043 -3.5294 -1.2619  -0.9392
O6 0.3867 -2.5716 -2.1582  0.1168
C22 0.9374 -3.0570 -3.3795  -1.1099
C23 1.6195 -1.9268 -4.1333  0.7237
C24 0.7323 -0.6718 -4.2265  -0.8710
N6 1.9335 -2.4195 -5.4838  -0.7821
H56 0.6021 -4.3265 -0.9955  0.3682
H57 -0.9937 -4.0293 -1.6667  0.3602
H58 -0.3373 -3.0050 -0.3339  0.0062
H59 1.6985 -3.8078 -3.1516  0.2530
H60 0.0754 -3.4125 -3.9568  0.3181
H61 2.5291 -1.6129 -3.6193  0.1867
H62 0.7114 -0.1536 -3.2660  -0.1895
H63 -0.2736 -0.8647 -4.6007  0.3052
H64 1.2007 0.0341 -4.9178  0.4362
H65 2.4840 -1.6992 -5.9435  0.3150
H66 1.0906 -2.4312 -6.0528  0.3029
O7 3.3566 1.2578 -2.4109  -0.7133
H67 2.6095 0.6689 -2.1960  0.2007
H68 3.7798 1.4132 -1.5620  0.3342

Cartesian forces (eV/Å) of the 6 atoms listed first:
C -0.1822 -0.5253 -0.4228
O -0.2735 -0.0052 0.1164
C -0.1674 0.2056 -0.9267
C 0.8017 -0.4458 0.8354
C 0.0960 0.1999 0.0771
N 0.0057 -0.0889 -0.7539

**Relative energy (zero: lowest compared OMol25 entry of this formula, charge and spin)**: 0.8600 eV
**2S+1**: 1
**HOMO energy**: -8.85 eV
**Max |F|**: 0.02951 hartree/bohr
**E_tot**: -1810.3058 Eh